Computed, not measured: an isolated molecule of C2H4N2OS in a non-equilibrium geometry, with ωB97M-V/def2-TZVPD.

Properties
Gap between HOMO and LUMO (eV): 9.688
Maximum force (hartree/bohr): 0.122
ΔE to the lowest compared entry with this formula, charge and spin (eV): 2.835
Structure (SMILES): [H]/N=C(/N)SC=O

The geometry in ORCA input format:
```
! RIJCOSX wB97M-V def2-TZVPD def2/J DEFGRID3
* xyz 0 1
H 1.868 -1.564 0.924
N 1.344 -1.624 -0.069
C 0.692 -0.585 -0.183
N -0.073 -0.355 -1.340
S 0.645 0.747 1.186
C -1.033 1.271 0.995
O -1.321 2.465 1.391
H -0.530 -1.177 -1.887
H 0.176 0.513 -1.910
H -1.769 0.309 0.892
*
```